<A>
The following is a DFT calculation (wB97M-V/def2-TZVPD) of 2 unconnected molecules or ions with the total composition C4H12.

Computed properties:
HOMO level: -11.376 eV
lowest unoccupied orbital energy: 1.181 eV
SMILES string: CC.CC

Structure (XYZ):
```
16
Properties=species:S:1:pos:R:3:nbo_charge:R:1
C 0.6843 1.4062 -0.7158 -0.6142
C 1.6809 1.5939 0.4410 -0.6146
H 0.4152 0.3908 -0.9436 0.2102
H -0.1133 2.1104 -0.5524 0.2060
H 1.1861 1.7980 -1.6101 0.2002
H 2.7378 1.5712 0.1748 0.2055
H 1.4117 0.9726 1.2921 0.2051
H 1.6468 2.6337 0.7329 0.2018
C -1.5862 -1.9424 -0.3446 -0.6271
C -0.7340 -1.1125 0.6444 -0.6214
H -0.9931 -2.6252 -0.9465 0.2086
H -2.2835 -2.6497 0.1278 0.2038
H -2.3494 -1.3608 -0.8637 0.2082
H -1.0194 -0.0925 0.4295 0.2137
H -0.9954 -1.3822 1.6640 0.2082
H 0.3115 -1.3115 0.4703 0.2061
```

---

<B>
The following is a DFT calculation (wB97M-V/def2-TZVPD) of 2 unconnected molecules or ions with the total composition C4H12.

Computed properties:
HOMO level: -11.678 eV
lowest unoccupied orbital energy: 1.150 eV
SMILES string: CC.CC

Structure (XYZ):
```
16
Properties=species:S:1:pos:R:3:nbo_charge:R:1
C -1.3549 0.3512 -2.5434 -0.6105
C -0.0030 0.3803 -1.8065 -0.6122
H -2.1210 0.8321 -1.9471 0.2021
H -1.2795 0.8438 -3.5050 0.2043
H -1.7629 -0.6529 -2.6963 0.2023
H -0.0183 1.2193 -1.1049 0.2024
H 0.8424 0.4756 -2.4801 0.2066
H 0.0946 -0.4929 -1.1590 0.2047
C 1.0862 0.2271 2.4836 -0.6061
C 0.3672 -0.9435 1.8373 -0.6061
H 1.3669 0.9881 1.7539 0.2033
H 0.4033 0.7316 3.1451 0.2015
H 1.9337 -0.1487 3.0525 0.2053
H 0.9871 -1.5033 1.1416 0.2009
H -0.5070 -0.6972 1.2236 0.2001
H -0.0348 -1.6105 2.6046 0.2014
```

---

Which is most stable, and by how much? <B>, by 0.518 eV.

---

<A>
The following is a DFT calculation (wB97M-V/def2-TZVPD) of 2 unconnected molecules or ions with the total composition C4H12.

Computed properties:
HOMO level: -11.204 eV
lowest unoccupied orbital energy: 1.141 eV
SMILES string: CC.CC

Structure (XYZ):
```
16
Properties=species:S:1:pos:R:3:nbo_charge:R:1
C -0.5826 -1.6249 -0.5042 -0.5916
C -0.1687 -2.7183 0.4938 -0.6114
H 0.1189 -0.8833 -0.5925 0.1899
H -0.9482 -2.0313 -1.4609 0.2020
H -1.4917 -1.1024 -0.1502 0.1954
H -1.0351 -2.9037 1.0692 0.2092
H 0.5337 -2.2504 1.1337 0.2008
H 0.3317 -3.5660 -0.1003 0.2071
C 0.0969 1.8445 -0.5830 -0.6264
C 0.7074 2.4674 0.6345 -0.6247
H 0.3108 0.7347 -0.7103 0.2014
H -0.9839 1.9082 -0.7560 0.2110
H 0.5111 2.2141 -1.4944 0.2080
H 1.6015 3.1634 0.4662 0.2120
H -0.0743 3.0575 1.2106 0.2098
H 1.0725 1.6906 1.3438 0.2073
```

---

<B>
The following is a DFT calculation (wB97M-V/def2-TZVPD) of 2 unconnected molecules or ions with the total composition C4H12.

Computed properties:
HOMO level: -11.266 eV
lowest unoccupied orbital energy: 1.144 eV
SMILES string: CC.CC

Structure (XYZ):
```
16
Properties=species:S:1:pos:R:3:nbo_charge:R:1
C -1.4023 1.1646 0.6565 -0.6161
C -2.6188 0.2873 0.4644 -0.6147
H -1.3715 1.5762 1.6808 0.2009
H -0.4063 0.7068 0.6742 0.2013
H -1.2586 1.9982 -0.0291 0.2085
H -2.5556 -0.7326 0.8381 0.2096
H -2.8419 0.2160 -0.6056 0.2042
H -3.4974 0.7220 0.9455 0.2063
C 1.9806 -0.9104 -1.3014 -0.6174
C 1.9265 -0.5998 0.1832 -0.6050
H 2.7548 -1.5991 -1.6627 0.2079
H 1.0720 -1.2805 -1.7676 0.2059
H 2.3211 -0.0124 -1.8378 0.2011
H 1.1251 0.0652 0.4956 0.2016
H 1.9424 -1.5249 0.7693 0.2032
H 2.8300 -0.0767 0.4964 0.2028
```

---

<C>
The following is a DFT calculation (wB97M-V/def2-TZVPD) of 2 unconnected molecules or ions with the total composition C4H12.

Computed properties:
HOMO level: -10.987 eV
lowest unoccupied orbital energy: 1.109 eV
SMILES string: CC.CC

Structure (XYZ):
```
16
Properties=species:S:1:pos:R:3:nbo_charge:R:1
C -1.5987 -0.1734 -0.0801 -0.5962
C -2.4339 -0.4677 1.2771 -0.6170
H -2.2805 -0.0611 -0.9386 0.2148
H -1.0372 0.8061 0.0524 0.1940
H -0.8110 -0.8600 -0.2318 0.2029
H -2.1200 -0.5004 2.2642 0.2129
H -2.9203 -1.4371 0.9847 0.1990
H -3.2440 0.2851 1.2891 0.1991
C 1.4797 0.2111 -1.1504 -0.6121
C 2.6042 0.4033 -0.0515 -0.6168
H 0.4295 0.2937 -0.7345 0.2189
H 1.6697 0.8273 -1.9320 0.2015
H 1.5581 -0.8735 -1.6160 0.1928
H 3.1100 -0.4397 0.1370 0.2002
H 2.3113 0.7254 0.9724 0.2018
H 3.2832 1.2608 -0.2420 0.2043
```

---

<D>
The following is a DFT calculation (wB97M-V/def2-TZVPD) of 2 unconnected molecules or ions with the total composition C4H12.

Computed properties:
HOMO level: -11.422 eV
lowest unoccupied orbital energy: 1.071 eV
SMILES string: CC.CC

Structure (XYZ):
```
16
Properties=species:S:1:pos:R:3:nbo_charge:R:1
C -1.0129 -0.4744 -1.9342 -0.6172
C -0.9485 -1.8146 -1.1313 -0.5941
H -1.1969 -0.7604 -2.9672 0.2148
H -1.8212 0.0524 -1.2619 0.2089
H -0.0074 0.1202 -1.7384 0.2098
H -0.0948 -2.3938 -1.2763 0.1937
H -1.0272 -1.5856 -0.1856 0.1874
H -1.7464 -2.4785 -1.3021 0.1971
C 1.1761 1.1621 2.2217 -0.6182
C 0.7633 1.1553 0.7390 -0.6245
H 1.0720 0.2403 2.7604 0.2043
H 2.2899 1.5407 2.3361 0.1950
H 0.6455 1.7525 2.9633 0.2060
H 1.0783 0.1527 0.3475 0.2125
H 1.2318 2.1350 0.2487 0.2193
H -0.2912 1.0535 0.7038 0.2051
```

---

Which is most stable, and by how much? <B>, by 0.477 eV.

---

<A>
The following is a DFT calculation (wB97M-V/def2-TZVPD) of 2 unconnected molecules or ions with the total composition C4H12.

Computed properties:
HOMO level: -11.409 eV
lowest unoccupied orbital energy: 1.157 eV
SMILES string: CC.CC

Structure (XYZ):
```
16
Properties=species:S:1:pos:R:3:nbo_charge:R:1
C -0.7823 -2.0583 0.4826 -0.6134
C 0.5872 -1.9719 1.0988 -0.6092
H -0.8097 -1.9192 -0.5966 0.2057
H -1.0531 -3.1213 0.6203 0.2002
H -1.6200 -1.4827 0.8733 0.2064
H 0.7603 -2.3767 2.0918 0.2074
H 0.9129 -0.9275 1.1513 0.1990
H 1.2724 -2.4966 0.4317 0.2041
C -0.0103 1.3443 -0.4718 -0.6092
C 0.1953 2.7315 -1.0309 -0.6090
H 0.2635 0.5476 -1.1603 0.2054
H 0.6241 1.2234 0.4079 0.2010
H -1.0535 1.2026 -0.1964 0.2040
H 1.0495 2.7808 -1.7069 0.2026
H -0.6248 3.0043 -1.7075 0.1996
H 0.2884 3.5197 -0.2873 0.2055
```

---

<B>
The following is a DFT calculation (wB97M-V/def2-TZVPD) of 2 unconnected molecules or ions with the total composition C4H12.

Computed properties:
HOMO level: -11.356 eV
lowest unoccupied orbital energy: 1.095 eV
SMILES string: CC.CC

Structure (XYZ):
```
16
Properties=species:S:1:pos:R:3:nbo_charge:R:1
C 2.3657 1.7967 -0.7053 -0.6250
C 1.8029 1.4112 0.6248 -0.6310
H 3.4519 1.7586 -0.7485 0.2077
H 2.0963 1.1936 -1.5872 0.2101
H 2.1688 2.8425 -0.9455 0.2085
H 2.4775 0.7871 1.2251 0.2081
H 1.4447 2.2543 1.2402 0.2101
H 0.9640 0.7155 0.6904 0.2113
C -1.5439 -1.6530 0.5711 -0.6160
C -2.6518 -1.5368 -0.4851 -0.6162
H -1.3936 -2.7036 0.8506 0.2041
H -0.5902 -1.3492 0.1468 0.2024
H -1.6546 -1.0805 1.4941 0.2089
H -2.3323 -0.7966 -1.2216 0.2040
H -3.6136 -1.1606 -0.1178 0.2053
H -2.9138 -2.4635 -0.9814 0.2078
```

---

<C>
The following is a DFT calculation (wB97M-V/def2-TZVPD) of 2 unconnected molecules or ions with the total composition C4H12.

Computed properties:
HOMO level: -11.204 eV
lowest unoccupied orbital energy: 1.097 eV
SMILES string: CC.CC

Structure (XYZ):
```
16
Properties=species:S:1:pos:R:3:nbo_charge:R:1
C -1.6074 0.4936 -0.0849 -0.6260
C -2.8892 -0.3365 0.0377 -0.6262
H -1.6782 1.3539 0.5488 0.2061
H -0.6246 0.1351 0.2510 0.2123
H -1.5654 0.8284 -1.1407 0.2073
H -3.3419 -0.3257 1.0774 0.2072
H -2.9002 -1.4079 -0.3639 0.2083
H -3.7080 -0.0200 -0.6807 0.2094
C 1.8825 0.0625 -0.6204 -0.6042
C 2.7611 -0.3011 0.6452 -0.6238
H 2.3717 -0.1314 -1.5771 0.2064
H 1.0103 -0.6093 -0.5889 0.2019
H 1.5818 1.0526 -0.5128 0.2016
H 2.7018 0.6636 1.2432 0.1960
H 3.8341 -0.4316 0.5952 0.2157
H 2.1717 -1.0263 1.1708 0.2079
```

---

<D>
The following is a DFT calculation (wB97M-V/def2-TZVPD) of 2 unconnected molecules or ions with the total composition C4H12.

Computed properties:
HOMO level: -11.696 eV
lowest unoccupied orbital energy: 1.161 eV
SMILES string: CC.CC

Structure (XYZ):
```
16
Properties=species:S:1:pos:R:3:nbo_charge:R:1
C -2.1270 0.2422 -1.0631 -0.6032
C -0.8588 0.8589 -1.6426 -0.6045
H -1.9546 -0.0667 -0.0340 0.1999
H -2.9660 0.9374 -1.0681 0.2003
H -2.4766 -0.6374 -1.6107 0.2008
H -0.0927 0.0840 -1.6547 0.2022
H -0.5133 1.6635 -1.0032 0.2010
H -1.0051 1.2893 -2.6323 0.2033
C 1.8951 -0.5035 0.7092 -0.6081
C 1.1380 -0.5811 2.0085 -0.6083
H 2.8921 -0.9284 0.7336 0.2026
H 1.4124 -1.0730 -0.0813 0.2002
H 1.9902 0.5124 0.3153 0.2040
H 0.9609 -1.6072 2.3419 0.2046
H 0.1209 -0.1898 1.8606 0.2001
H 1.5846 -0.0007 2.8207 0.2053
```

---

Which is most stable, and by how much? <D>, by 0.209 eV.

---

<A>
The following is a DFT calculation (wB97M-V/def2-TZVPD) of 2 unconnected molecules or ions with the total composition C4H12.

Computed properties:
HOMO level: -11.444 eV
lowest unoccupied orbital energy: 1.167 eV
SMILES string: CC.CC

Structure (XYZ):
```
16
Properties=species:S:1:pos:R:3:nbo_charge:R:1
C 0.8427 0.5420 2.1194 -0.6069
C 1.0097 -0.8771 1.5279 -0.6065
H 1.4355 1.2759 1.5818 0.2048
H -0.2335 0.7024 2.1182 0.2047
H 1.1819 0.5288 3.1529 0.2011
H 2.0221 -1.1437 1.2336 0.2025
H 0.5523 -1.5780 2.2301 0.2011
H 0.4184 -1.0311 0.6223 0.1997
C -0.2644 0.3010 -2.2543 -0.6099
C -1.4715 0.0174 -1.3537 -0.6209
H -0.3670 -0.2886 -3.1761 0.1992
H -0.3297 1.3229 -2.6162 0.2089
H 0.6906 -0.0158 -1.8447 0.2052
H -1.4193 0.6501 -0.4533 0.2011
H -2.3029 0.5826 -1.7954 0.2047
H -1.7649 -0.9889 -1.0923 0.2113
```

---

<B>
The following is a DFT calculation (wB97M-V/def2-TZVPD) of 2 unconnected molecules or ions with the total composition C4H12.

Computed properties:
HOMO level: -10.975 eV
lowest unoccupied orbital energy: 1.082 eV
SMILES string: CC.CC

Structure (XYZ):
```
16
Properties=species:S:1:pos:R:3:nbo_charge:R:1
C 2.0700 -0.9382 0.9468 -0.6504
C 2.2282 0.2621 -0.0660 -0.6142
H 1.6093 -0.4637 1.8485 0.2029
H 1.1369 -1.4445 0.5231 0.2256
H 3.1754 -1.2365 1.1058 0.2342
H 3.2804 0.3787 -0.2636 0.1966
H 1.8569 1.1078 0.5562 0.2016
H 1.7526 0.2506 -1.0230 0.2033
C -2.2889 0.9088 -0.2255 -0.5927
C -2.0423 -0.4887 -0.6634 -0.6001
H -1.3802 1.5782 -0.5941 0.1867
H -3.1010 1.4187 -0.5870 0.2035
H -2.2378 1.1251 0.8779 0.2002
H -1.1126 -0.8050 -0.4059 0.1994
H -2.1201 -0.5027 -1.7691 0.2024
H -2.8267 -1.1507 -0.2608 0.2008
```

---

<C>
The following is a DFT calculation (wB97M-V/def2-TZVPD) of 2 unconnected molecules or ions with the total composition C4H12.

Computed properties:
HOMO level: -11.647 eV
lowest unoccupied orbital energy: 1.140 eV
SMILES string: CC.CC

Structure (XYZ):
```
16
Properties=species:S:1:pos:R:3:nbo_charge:R:1
C 1.4914 1.0545 0.7171 -0.6123
C 1.6112 2.3237 1.5876 -0.6127
H 0.5653 0.5353 0.9748 0.2029
H 1.5185 1.2042 -0.3592 0.2052
H 2.2920 0.3474 0.9413 0.2017
H 1.0107 2.2579 2.4904 0.2054
H 1.3769 3.2020 0.9966 0.2073
H 2.6374 2.3614 1.9587 0.2028
C -1.1126 -1.3514 -0.6732 -0.6086
C -2.0344 -1.9577 -1.7040 -0.6084
H -1.5710 -0.6357 0.0070 0.2014
H -0.6763 -2.1200 -0.0364 0.2007
H -0.2600 -0.8135 -1.0842 0.2029
H -2.7273 -2.6619 -1.2449 0.2015
H -2.6604 -1.1903 -2.1593 0.2046
H -1.4614 -2.5559 -2.4123 0.2056
```

---

<D>
The following is a DFT calculation (wB97M-V/def2-TZVPD) of 2 unconnected molecules or ions with the total composition C4H12.

Computed properties:
HOMO level: -11.247 eV
lowest unoccupied orbital energy: 1.149 eV
SMILES string: CC.CC

Structure (XYZ):
```
16
Properties=species:S:1:pos:R:3:nbo_charge:R:1
C 1.7192 -1.3925 -0.3116 -0.6112
C 0.7993 -1.3402 0.9052 -0.6155
H 2.0367 -2.4076 -0.5662 0.2062
H 1.1810 -1.0982 -1.2273 0.1973
H 2.5479 -0.6937 -0.1945 0.2099
H 1.4020 -1.7941 1.7592 0.2007
H 0.5161 -0.2970 1.1545 0.2048
H -0.1680 -1.8203 0.9225 0.2079
C -1.8909 1.0330 -0.0654 -0.6186
C -0.6311 1.7205 -0.5044 -0.6284
H -2.1702 1.2565 0.9994 0.2061
H -2.7136 1.2393 -0.7729 0.2114
H -1.8237 -0.0645 -0.0583 0.2048
H -0.1394 0.9462 -1.1093 0.2059
H 0.0738 2.0270 0.2837 0.2065
H -0.6491 2.5731 -1.1721 0.2123
```

---

Which is most stable, and by how much? <C>, by 0.182 eV.

---

<A>
The following is a DFT calculation (wB97M-V/def2-TZVPD) of 2 unconnected molecules or ions with the total composition C2H5NS.

Computed properties:
HOMO level: -8.568 eV
lowest unoccupied orbital energy: 0.703 eV

Structure (XYZ):
```
9
Properties=species:S:1:pos:R:3:nbo_charge:R:1
C -0.3216 -0.0409 0.3774 -0.0637
C 0.8745 0.4758 -0.1359 -0.6847
N -1.0890 -1.0371 -0.0502 -0.6790
S -1.9591 0.5047 0.0235 0.2058
H -0.3400 -0.3595 1.8211 0.1452
H 0.8947 0.6757 -1.1720 0.2278
H 1.7427 -0.1763 -0.0354 0.2286
H 1.2304 1.4014 0.1922 0.2425
H -1.0328 -1.4439 -1.0207 0.3775
```

---

<B>
The following is a DFT calculation (wB97M-V/def2-TZVPD) of a molecular structure, C2H5NS.

Computed properties:
HOMO level: -8.093 eV
lowest unoccupied orbital energy: 0.617 eV

Structure (XYZ):
```
9
Properties=species:S:1:pos:R:3:nbo_charge:R:1
C 0.5840 0.2954 -0.2675 -0.2512
C -0.0961 -1.0137 -0.0378 -0.5291
N -0.6581 1.1903 0.0237 -0.7449
S -1.7594 -0.1618 0.0564 0.3403
H 1.4133 0.4376 0.4188 0.1950
H 0.7489 0.6440 -1.2919 0.2094
H -0.1518 -1.7445 -0.9432 0.2305
H 0.3664 -1.3650 0.9004 0.2142
H -0.4473 1.7175 1.1411 0.3356
```

---

Which is most stable, and by how much? <B>, by 0.608 eV.